A structure of composition C31H37CoF2N5O4Si2Te at a distorted geometry, computed with ωB97M-V with the def2-TZVPD basis set.

Last column: Löwdin spin population.
Positions of all 83 atoms, in Å:
Co1 -0.84804 1.16038 -1.54181  1.3900
O1 -0.76334 2.16143 4.40842  0.0000
C1 -1.21323 3.28011 3.86145  0.0000
O2 -1.75397 4.13745 4.50791  0.0001
C2 -1.01336 3.47090 2.38973  0.0003
C3 -1.32362 4.66080 1.78298  0.0023
N1 -1.06023 4.51315 0.47594  0.0016
N2 -0.60990 3.29303 0.16508  0.0171
C4 -0.56869 2.64453 1.32005  0.0030
C5 -0.09245 1.22744 1.28248  0.0025
O3 0.27572 0.69648 2.34992  0.0134
O4 -0.03571 0.63647 0.17009  0.0054
H1 -0.30742 1.59788 3.73717  0.0000
H2 -1.69955 5.57579 2.21176  0.0002
H3 -1.16824 5.20794 -0.24253  0.0001
F1 2.32350 -3.11362 -1.89126  -0.0021
C6 1.56229 -2.19930 -2.52578  -0.0028
C7 0.92950 -1.22714 -1.77514  0.0115
C8 0.17158 -0.25783 -2.40751  -0.0722
C9 0.02466 -0.30738 -3.80259  -0.0018
C10 0.67069 -1.31300 -4.50930  -0.0037
F2 0.55805 -1.38624 -5.84935  -0.0027
C11 1.45232 -2.27226 -3.89703  0.0130
C12 -0.85601 0.72573 -4.36744  -0.0006
C13 -1.30419 0.80248 -5.68092  0.0030
C14 -2.18512 1.80624 -6.03923  0.0005
C15 -2.58263 2.73030 -5.08915  0.0023
C16 -2.09764 2.61420 -3.80213  0.0071
N3 -1.26597 1.62897 -3.44531  0.0025
H4 1.03592 -1.24024 -0.69926  0.0179
H5 1.94030 -3.04570 -4.47415  0.0008
H6 -0.97325 0.07801 -6.40516  0.0001
H7 -2.55450 1.86851 -7.05481  0.0000
H8 -3.25587 3.54067 -5.33809  0.0002
H9 -1.80211 3.47168 -1.90049  0.0062
N4 -3.84860 3.60868 -2.28269  0.0938
C17 -2.47153 3.62507 -2.73916  0.0167
N5 -2.59779 1.19459 -1.17282  0.9785
C18 -3.82084 1.56719 -0.86046  0.1457
C19 -4.56864 0.75557 0.05575  0.1141
C20 -5.86118 1.04005 0.37376  0.0049
C21 -6.48919 2.15649 -0.21076  0.1354
C22 -5.80290 2.96464 -1.08576  -0.0163
C23 -4.46648 2.71866 -1.42868  0.1558
H10 -4.48076 4.21677 -2.77408  0.0030
H11 -2.28973 4.62082 -3.14103  0.0011
H12 -4.05898 -0.10420 0.47264  0.0041
H13 -6.40265 0.41160 1.06797  -0.0012
H14 -7.51623 2.39039 0.03688  0.0077
H15 -6.29399 3.82691 -1.52342  -0.0030
C24 -1.18906 -2.12899 2.31206  0.0063
Si1 0.07101 -3.12792 3.24442  0.0277
C25 0.61664 -4.63548 2.28654  0.0014
C26 -0.53643 -3.58218 4.94040  0.0066
C27 1.61568 -2.02823 3.56563  0.0886
Te1 2.35969 -1.12706 1.83360  0.6605
C28 3.77380 -2.63839 1.38562  0.0765
Si2 5.46289 -1.85933 0.93319  0.0196
C29 5.16365 -0.61799 -0.43370  0.0014
C30 6.57016 -3.23562 0.36312  0.0039
C31 6.11864 -1.00485 2.45335  0.0091
H16 -2.09185 -2.72502 2.14741  -0.0001
H17 -0.82088 -1.80300 1.33334  0.0054
H18 -1.46882 -1.23581 2.87511  0.0003
H19 0.23272 -5.53844 2.76895  -0.0001
H20 1.70479 -4.73089 2.23231  -0.0001
H21 0.23420 -4.62336 1.26215  0.0006
H22 -1.40612 -4.24198 4.86215  0.0013
H23 -0.83705 -2.69939 5.51033  0.0002
H24 0.23084 -4.11334 5.51018  0.0001
H25 2.42096 -2.62819 3.99128  0.0051
H26 1.33827 -1.22699 4.25563  0.0060
H27 3.41405 -3.21792 0.52832  0.0148
H28 3.84959 -3.30458 2.24680  -0.0003
H29 4.89322 -1.11329 -1.37078  0.0002
H30 6.06142 -0.02201 -0.61690  0.0000
H31 4.36154 0.08448 -0.18690  0.0012
H32 6.21541 -3.66870 -0.57547  0.0001
H33 6.62281 -4.03556 1.10711  0.0001
H34 7.58721 -2.86661 0.20003  0.0008
H35 5.55813 -0.09060 2.67421  0.0074
H36 7.16479 -0.72070 2.31454  0.0000
H37 6.06811 -1.65315 3.33325  0.0000

HOMO level (spin up / spin down) (eV): -10.04 / -10.82
Largest force on an atom (Eh/bohr): 0.0210
2S+1: 5
Gap between HOMO and LUMO (spin up / spin down) (eV): 7.478 / 5.563
E_LUMO (spin up / spin down) (eV): -2.56 / -5.25
Total charge: +1

A structure of composition C31H37FeN4O3S at a distorted geometry, computed with ωB97M-V with the def2-TZVPD basis set.

Last column: Löwdin spin population.
Positions of all 77 atoms, in Å:
Fe1 -0.05384 0.38356 0.08857  3.7912
C1 0.03881 -2.46013 -1.60107  0.0005
C2 -1.33903 -2.93059 -1.19552  0.0001
C3 -2.40813 -1.89367 -1.04197  0.0024
C4 -3.70130 -2.20298 -1.43193  0.0013
C5 -4.71481 -1.28469 -1.22369  -0.0007
C6 -4.41849 -0.09155 -0.59689  0.0009
C7 -3.09980 0.12657 -0.23828  0.0010
N1 -2.08537 -0.70329 -0.49300  0.0251
N2 0.81001 -1.70838 -0.58893  0.0303
C8 0.98126 -2.45789 0.66416  0.0022
C9 1.64752 -1.58559 1.70857  0.0047
C10 2.15118 -2.11700 2.88614  0.0009
C11 2.74101 -1.26324 3.79997  0.0015
C12 2.83468 0.09230 3.50036  0.0017
C13 2.31024 0.53638 2.30529  0.0039
N3 1.71122 -0.28200 1.42559  0.0370
C14 2.15002 -1.47362 -1.16416  0.0019
C15 2.24942 -0.17146 -1.88325  0.0035
C16 3.02443 -0.03266 -3.02046  0.0008
C17 3.24554 1.23593 -3.53068  0.0003
C18 2.68550 2.32250 -2.88082  0.0010
C19 1.88088 2.08933 -1.78510  0.0044
N4 1.64504 0.86488 -1.29201  0.0354
H1 0.60852 -3.35071 -1.88994  0.0007
H2 -0.02331 -1.82605 -2.49031  0.0000
H3 -1.66112 -3.64275 -1.95536  0.0000
H4 -1.29546 -3.50966 -0.26936  0.0000
H5 -3.90680 -3.16034 -1.89124  0.0002
H6 -5.73091 -1.50480 -1.52663  -0.0001
H7 -5.18618 0.63922 -0.37178  0.0002
H8 -3.51982 1.76956 0.65384  0.0002
H9 0.01299 -2.77186 1.04783  -0.0001
H10 1.58186 -3.36352 0.50742  0.0008
H11 2.09041 -3.18194 3.07319  0.0002
H12 3.14294 -1.64949 4.72816  0.0001
H13 3.31874 0.78491 4.17514  0.0002
H14 2.37517 1.57987 2.01934  0.0002
H15 2.88017 -1.43667 -0.35856  0.0001
H16 2.45152 -2.29721 -1.81663  0.0004
H17 3.46589 -0.90619 -3.48169  0.0002
H18 3.85522 1.37368 -4.41416  0.0000
H19 2.84787 3.33370 -3.22580  0.0002
H20 1.39970 2.91446 -1.27268  0.0003
C20 -2.15634 -0.99093 3.95361  0.0002
C21 -1.42156 -0.09278 3.00319  0.0133
O1 -0.96130 -0.55195 1.97197  0.0603
C22 -1.23318 1.35828 3.36388  0.1131
C23 -1.63662 1.80632 4.58558  0.0251
C24 -1.41065 3.14082 5.00585  0.2527
C25 -0.74190 4.05777 4.18334  -0.0066
C26 -0.31235 3.65991 2.94993  0.1798
C27 -0.55482 2.30877 2.47460  0.0734
O2 -0.18300 2.02031 1.32126  0.2889
H21 -2.21750 -1.98223 3.51483  0.0000
H22 -3.16345 -0.61648 4.14939  0.0001
H23 -1.63648 -1.05369 4.91226  -0.0002
H24 -2.13432 1.13188 5.26930  -0.0020
H25 -1.75284 3.45008 5.98469  0.0116
H26 -0.57118 5.06906 4.52715  -0.0044
H27 0.19923 4.33248 2.27407  0.0068
C28 -1.86948 4.14077 -1.07328  0.0001
C29 -2.32031 3.12774 -2.11598  0.0036
S1 -1.08896 1.81566 -2.30578  0.0218
O3 -2.74222 1.22956 0.46404  0.0037
C30 -1.94904 0.68558 -3.44059  0.0012
C31 -1.59088 0.91799 -4.90129  0.0010
H28 -2.68950 4.81595 -0.82557  0.0000
H29 -1.04559 4.75061 -1.44671  0.0000
H30 -1.53663 3.64513 -0.16045  -0.0002
H31 -2.43321 3.61173 -3.08529  0.0011
H32 -3.27665 2.66889 -1.85732  0.0001
H33 -3.01946 0.81004 -3.26778  0.0000
H34 -1.68398 -0.32331 -3.12419  0.0000
H35 -1.82558 1.93810 -5.20643  0.0001
H36 -2.15026 0.23719 -5.54602  0.0002
H37 -0.52671 0.75148 -5.07034  0.0000

HOMO level (spin up / spin down) (eV): -13.54 / -13.62
Largest force on an atom (Eh/bohr): 0.0195
2S+1: 6
Gap between HOMO and LUMO (spin up / spin down) (eV): 8.124 / 5.573
E_LUMO (spin up / spin down) (eV): -5.42 / -8.04
Total charge: +2

A structure of composition C31H38AsCe at a distorted geometry, computed with ωB97M-V with the def2-TZVPD basis set.

Last column: Löwdin spin population.
Positions of all 71 atoms, in Å:
C1 1.46498 1.80756 -2.33057  0.1151
H1 2.36660 2.38259 -2.13090  0.0011
H2 1.63549 1.22792 -3.27200  0.0084
H3 1.60720 0.76404 -0.76865  0.0882
C2 0.28891 2.79256 -2.44543  0.0177
H4 -0.67178 2.34894 -2.81902  0.0011
H5 0.06068 3.22770 -1.45309  0.0000
C3 0.58184 4.00149 -3.41784  0.0065
H6 -0.29296 4.66692 -3.51634  0.0020
H7 1.43248 4.58022 -3.02882  0.0003
H8 0.84220 3.61443 -4.41305  0.0002
C4 -0.88176 -2.12944 -1.55701  0.0371
C5 -1.56418 -1.35780 -2.55266  0.0135
C6 -0.60748 -1.01613 -3.56967  0.0663
C7 0.67103 -1.54738 -3.17091  0.0161
C8 0.49650 -2.22996 -1.92514  0.0433
C9 1.51199 -3.05812 -1.20957  0.0095
C10 1.91473 -1.51762 -3.99587  0.0006
C11 -0.89110 -0.32377 -4.86186  0.0109
C12 -3.01630 -1.01800 -2.53437  0.0003
C13 -1.52861 -2.83378 -0.41320  0.0051
Ce1 0.02869 0.40517 -1.52739  -0.2905
H9 2.76434 -1.92389 -3.43834  0.0000
H10 1.80410 -2.12202 -4.90964  0.0004
H11 2.17493 -0.49964 -4.31281  0.0003
H12 2.52767 -2.81958 -1.53935  0.0002
H13 1.46430 -2.90280 -0.12510  0.0015
H14 1.34912 -4.13302 -1.38933  0.0037
H15 -2.33405 -2.23925 0.03260  0.0008
H16 -1.96183 -3.79196 -0.74494  0.0006
H17 -0.81123 -3.05401 0.38565  -0.0002
H18 -3.24822 -0.18184 -3.20253  0.0000
H19 -3.60894 -1.88432 -2.86067  0.0004
H20 -3.36807 -0.74613 -1.52921  0.0000
H21 -0.16465 0.47368 -5.07826  0.0025
H22 -0.84713 -1.03436 -5.70262  0.0045
H23 -1.89001 0.12737 -4.86117  0.0002
C14 -0.32219 4.24882 4.18082  0.0245
C15 0.65048 4.14838 3.17489  0.0077
C16 0.71141 3.00759 2.36918  0.0095
C17 -0.20988 1.96706 2.57665  0.0496
C18 -1.17251 2.05254 3.59018  0.0240
C19 -1.22549 3.20210 4.38994  0.0034
As1 -0.10404 0.43570 1.37416  0.1190
C20 1.62331 -0.30319 1.98367  0.0213
C21 2.58394 -0.63908 1.01806  0.0243
C22 3.87870 -0.97995 1.40884  0.0029
C23 4.21839 -0.98895 2.77190  0.0012
C24 3.25296 -0.67007 3.73302  0.0025
C25 1.95106 -0.32321 3.34701  0.0042
C26 -1.54540 -0.66314 2.11944  0.1324
C27 -1.29486 -1.74865 2.95629  -0.0006
C28 -2.37003 -2.50832 3.43729  0.1030
C29 -3.68639 -2.17799 3.07379  0.1417
C30 -3.92714 -1.09238 2.23036  -0.0051
C31 -2.86586 -0.33256 1.73836  0.1417
H24 -0.37253 5.14503 4.79893  0.0011
H25 1.36300 4.95803 3.01459  0.0001
H26 1.46911 2.91993 1.58794  0.0003
H27 -1.86998 1.23246 3.75646  0.0017
H28 -1.98132 3.26893 5.17467  0.0004
H29 2.33899 -0.59587 -0.05568  0.0153
H30 4.62316 -1.22860 0.65058  0.0002
H31 5.23538 -1.24023 3.07281  0.0002
H32 3.51047 -0.68049 4.79570  0.0005
H33 1.20416 -0.05037 4.09522  -0.0001
H34 -0.26707 -1.99905 3.23734  -0.0014
H35 -2.17922 -3.35040 4.09924  0.0028
H36 -4.51860 -2.76820 3.45615  0.0049
H37 -4.95317 -0.81967 1.95313  -0.0024
H38 -3.04833 0.51799 1.07821  0.0018

HOMO level (spin up / spin down) (eV): -13.48 / -13.68
Largest force on an atom (Eh/bohr): 0.0772
2S+1: 2
Gap between HOMO and LUMO (spin up / spin down) (eV): 7.502 / 3.084
E_LUMO (spin up / spin down) (eV): -5.98 / -10.59
Total charge: +2